Entry from OMol25: a cluster of 2 separate species, C4H12NO in total at a distorted geometry (ωB97M-V/def2-TZVPD).

```
18
Properties=species:S:1:pos:R:3:forces:R:3
O 1.01062 -1.62312 -0.56653 1.254 -0.907 -0.183
C 2.15996 -1.14889 -0.01096 0.272 0.071 -0.313
C 2.25526 0.42862 -0.21957 0.138 -2.114 1.972
N 1.02804 0.93850 -0.25377 0.236 0.994 -1.835
C -2.38096 0.46586 1.01099 0.952 -0.078 -0.499
C -2.38955 0.03815 -0.46370 0.327 -0.129 0.237
H 0.39810 -0.91486 -0.65887 -1.577 0.976 0.123
H 3.03097 -1.67159 -0.41544 -0.103 0.017 0.047
H 2.16239 -1.26655 1.08682 0.164 0.189 0.093
H 2.72656 0.42416 -1.23795 -0.085 0.015 -0.174
H 2.96357 0.90284 0.48436 0.192 0.756 -0.589
H -1.81426 -0.24794 1.60483 -0.321 -0.305 0.219
H 1.11072 1.96785 -0.34046 -0.460 0.017 0.891
H -1.79268 1.38628 1.10178 -0.430 0.167 0.133
H -3.37741 0.58607 1.42165 0.032 0.162 0.060
H -3.19488 -0.64868 -0.69563 -0.271 0.104 -0.085
H -1.48545 -0.52106 -0.72929 0.003 0.075 0.079
H -2.41102 0.90436 -1.11827 -0.324 -0.008 -0.178
```
Positions in Å, forces in eV/Å.

Results
LUMO, eV: -9.5
Max |F|, eV/Å: 2.9
ΔE to the lowest compared entry with this formula, charge and spin, kJ/mol: 635.62
Energy, eV: -7867.703
Frontier orbital gap, eV: 5.5
Net charge: +1

***

Entry from OMol25: a cluster of 2 separate species, C48H47N3O5 in total at a distorted geometry (ωB97M-V/def2-TZVPD).

```
103
Properties=species:S:1:pos:R:3:forces:R:3
C -0.78067 1.28900 -2.74939 0.104 -0.002 -0.072
C -2.19006 0.73970 -2.78933 -1.072 0.085 0.285
C -2.98758 1.24326 -4.00673 0.139 -0.334 0.153
O -2.18504 -0.70512 -2.74581 0.164 0.135 0.524
C -1.84936 -1.30899 -1.53804 0.097 -1.625 0.156
O -1.70155 -2.51003 -1.45275 -0.071 1.461 -0.729
C -1.74798 -0.40635 -0.37380 -0.488 0.075 0.666
C -1.07087 -0.69921 0.78607 -0.701 0.224 -1.580
C -0.78692 0.37095 1.72325 0.177 0.979 1.042
C -0.80832 1.72071 1.25957 -0.097 -0.565 0.319
C -0.84762 2.78165 2.15196 0.486 -0.131 -0.081
C -0.55661 2.55067 3.50160 -0.159 -0.244 0.134
C -0.38871 1.23715 3.97644 0.012 -0.102 -0.397
C -0.56420 0.14364 3.10844 -0.103 0.353 -0.517
C -2.76392 0.68143 -0.43931 -0.140 1.462 0.741
O -3.40548 1.09642 0.50538 0.561 -0.375 -1.310
O -2.98913 1.23036 -1.67199 0.481 -0.601 0.053
H -0.24636 0.88745 -1.88239 0.055 0.156 -0.232
H -0.26446 0.99811 -3.67281 -0.048 0.027 0.280
H -0.81348 2.38263 -2.69444 0.009 -0.219 0.027
H -4.02923 0.89960 -3.96559 0.377 -0.055 0.077
H -3.00202 2.33969 -3.99077 0.088 -0.254 0.124
H -2.53497 0.92776 -4.95015 0.012 -0.095 0.188
H -0.77270 -1.73493 0.94085 0.399 0.238 -0.008
H -0.82940 1.93368 0.18507 -0.125 -0.151 0.497
H -1.06141 3.78515 1.76503 0.359 -0.363 0.288
H -0.45123 3.40957 4.17581 -0.121 -0.469 -0.192
H -0.11988 1.05659 5.02366 -0.243 0.108 -0.432
H -0.58087 -0.89204 3.47900 0.162 0.546 -0.123
C -7.96465 -4.87544 2.47299 -0.258 -0.099 -0.191
C -6.94940 -4.82205 3.57435 -0.003 0.216 0.286
C -6.53739 -3.59057 4.07640 0.207 -0.011 0.313
C -5.50818 -3.50212 5.01689 -0.337 0.053 -0.628
C -5.09837 -2.16058 5.54621 0.036 0.407 -0.051
C -4.90048 -4.68428 5.42448 -0.296 0.437 -0.420
N -3.75454 -4.56517 6.26429 0.925 -0.991 1.080
C -3.81648 -4.35405 7.63987 0.636 -0.566 -0.813
C -4.96756 -3.75709 8.33514 -0.784 0.397 1.268
C -4.68537 -2.72750 9.27601 -0.134 -0.337 -0.696
C -5.72041 -2.06493 9.93447 -0.347 -0.149 0.001
C -7.05529 -2.46275 9.73815 0.504 -0.363 -0.327
C -7.34135 -3.51346 8.84864 0.209 0.258 0.136
C -6.31441 -4.15804 8.15063 0.616 0.057 -0.100
N -2.67460 -4.64749 8.19272 0.407 0.857 -0.819
N -1.79361 -4.98591 7.15219 -1.876 0.180 0.705
C -0.60474 -5.67236 7.60289 1.198 -0.203 -0.188
C -0.75885 -6.76091 8.49530 0.349 -0.102 -0.327
C -2.10029 -7.20224 8.99746 -0.579 -0.437 0.382
C 0.37878 -7.47123 8.89468 0.033 0.375 -0.163
C 1.65794 -7.12068 8.44029 -0.314 0.120 -0.276
C 2.87862 -7.85632 8.90933 0.100 -0.116 0.078
C 1.77988 -6.04581 7.56509 -0.179 -0.326 0.624
C 0.68553 -5.26893 7.19277 -0.574 -0.397 0.152
C 1.01560 -4.06670 6.38741 0.580 0.746 -0.238
C -2.45916 -4.95999 5.95472 0.286 0.769 0.767
C -1.90116 -4.67983 4.59388 0.203 -0.911 -4.096
O -0.81556 -4.06463 4.42070 -1.238 -0.054 1.749
C -2.69507 -4.97235 3.32956 0.753 1.192 2.280
C -2.57539 -6.30967 2.73607 -0.889 -1.168 0.095
C -3.18889 -3.82905 2.61983 0.210 0.870 -0.459
C -2.96685 -2.51969 3.15201 -0.081 0.144 -0.176
C -3.51250 -1.37405 2.59465 0.363 -0.421 0.447
C -4.31932 -1.47941 1.47531 -1.076 0.300 -0.602
C -4.59651 -2.72848 0.91562 0.283 -0.133 0.171
C -3.98469 -3.88057 1.42787 0.128 -0.150 0.383
C -5.40792 -5.94347 5.10005 -0.168 0.269 -0.431
C -4.92943 -7.19239 5.78239 0.164 -0.410 -0.069
C -6.42979 -5.98483 4.14455 0.159 -0.003 0.261
H -8.25028 -5.90937 2.26008 -0.015 0.141 -0.011
H -8.87092 -4.31218 2.73094 0.190 -0.111 -0.023
H -7.56470 -4.43777 1.54872 0.006 -0.081 0.220
H -7.00853 -2.66592 3.73855 0.163 -0.254 -0.080
H -4.02980 -2.12948 5.80264 -0.374 0.087 -0.052
H -5.28904 -1.39228 4.78127 0.123 -0.252 0.338
H -5.69036 -1.91752 6.44496 0.225 -0.028 -0.248
H -3.64202 -2.43403 9.43176 -0.435 -0.088 -0.063
H -5.49542 -1.22121 10.59779 -0.064 -0.467 -0.225
H -7.86394 -1.97656 10.28705 0.263 -0.081 -0.248
H -8.38102 -3.81292 8.68543 0.431 0.035 0.079
H -6.53852 -4.97238 7.44736 0.006 0.465 0.387
H -2.01438 -8.06309 9.68446 0.145 0.340 -0.380
H -2.59873 -6.39017 9.54886 0.143 -0.486 -0.263
H -2.75512 -7.52590 8.16568 0.174 0.269 0.313
H 0.25711 -8.32657 9.56832 0.034 0.355 -0.215
H 3.67874 -7.82481 8.15779 -0.223 -0.048 0.202
H 3.26482 -7.39061 9.82822 -0.068 -0.187 -0.200
H 2.62692 -8.89974 9.12754 0.191 0.153 0.009
H 2.76447 -5.75426 7.19660 -0.208 -0.056 0.149
H 1.94840 -3.62850 6.76690 -0.160 -0.138 0.119
H 1.22823 -4.35910 5.35339 -0.297 0.257 0.178
H 0.26148 -3.27979 6.40667 0.017 -0.302 -0.179
H -1.89866 -6.30590 1.84336 -0.441 -0.036 0.608
H -2.15133 -7.01752 3.47619 -0.123 0.214 -0.414
H -3.57030 -6.70695 2.43833 0.447 -0.070 -0.256
H -2.31006 -2.41901 4.01533 -0.259 0.039 -0.189
H -3.29749 -0.39764 3.04746 -0.115 -0.381 -0.308
H -4.73074 -0.57071 1.02782 -0.003 -0.502 0.259
H -5.30337 -2.78659 0.06974 0.621 -0.083 0.363
H -4.12621 -4.84023 0.92291 -0.082 0.264 0.225
H -5.46476 -8.05839 5.36770 0.215 0.220 0.167
H -3.84891 -7.37090 5.64264 -0.385 0.094 0.082
H -5.14233 -7.15817 6.86579 0.152 0.010 -0.326
H -6.84964 -6.94915 3.85888 0.178 0.144 -0.012
```
Positions in Å, forces in eV/Å.

Results
LUMO, eV: -0.7
Max |F|, eV/Å: 4.2
ΔE to the lowest compared entry with this formula, charge and spin, kJ/mol: 199.39
Energy, eV: -65243.403
Frontier orbital gap, eV: 4.4
Net charge: 0

***

Entry from OMol25: the molecule C4H6O2 (ωB97M-V/def2-TZVPD).

```
12
Properties=species:S:1:pos:R:3:forces:R:3
O 1.74939 0.66746 1.09948 0.041 -0.244 0.146
C 0.62571 0.73729 0.30228 0.016 0.084 -0.276
C 0.46770 -0.37798 -0.75291 0.082 0.076 -0.015
C -1.01803 -0.62446 -0.70413 -0.109 0.034 0.148
C -1.49050 -0.02268 0.38448 -0.148 -0.166 -0.158
O -0.57220 0.67858 1.10699 0.043 -0.021 0.061
H 1.78471 -0.21696 1.49112 0.036 0.152 -0.028
H 0.64238 1.73344 -0.15045 0.040 -0.103 -0.029
H 0.84377 -0.05695 -1.72886 -0.054 -0.022 0.167
H 1.04370 -1.27208 -0.45888 -0.104 0.176 -0.040
H -1.58737 -1.23416 -1.39204 0.067 0.062 0.137
H -2.48925 -0.01151 0.80293 0.091 -0.026 -0.114
```
Positions in Å, forces in eV/Å.

Results
LUMO, eV: 1.0
SMILES: O[C@H]1CC=CO1
Max |F|, eV/Å: 0.3
ΔE to the lowest compared entry with this formula, charge and spin, kJ/mol: 110.91
Energy, eV: -8339.312
Frontier orbital gap, eV: 9.7
Net charge: 0

***

Entry from OMol25: a structure of composition C24H16Cl2N6O2PdS (ωB97M-V/def2-TZVPD).

```
52
Properties=species:S:1:pos:R:3:forces:R:3
Pd -0.09356 -0.00185 -0.12269 0.230 0.286 -0.311
Cl -5.20792 -1.09002 -4.52510 0.008 -0.008 0.033
C -4.23216 -1.13031 -3.09246 -0.043 -0.007 -0.046
C -3.01049 -0.47891 -3.11120 0.020 0.022 0.026
C -2.19800 -0.48610 -1.98117 0.120 0.036 0.004
N -0.92937 0.14092 -1.87156 -0.401 -0.044 -0.402
C -0.35502 0.71166 -2.95414 -0.005 0.025 -0.098
O -0.80679 0.72842 -4.09234 0.043 -0.009 0.013
C 0.95001 1.41369 -2.73073 0.026 -0.026 0.069
C 1.56885 2.00719 -3.82368 -0.028 -0.023 0.039
C 2.75468 2.68187 -3.62608 0.051 0.044 -0.036
C 3.27249 2.74885 -2.34164 -0.015 0.002 -0.010
C 2.58819 2.12549 -1.31580 -0.118 0.028 -0.044
N 1.44358 1.45582 -1.49691 0.012 -0.133 0.160
C -2.62052 -1.14008 -0.82040 0.087 -0.005 0.144
C -3.84723 -1.80234 -0.82158 0.060 0.039 -0.004
C -4.64410 -1.79523 -1.95509 -0.039 -0.028 0.003
Cl -6.15925 -2.63629 -1.89727 0.022 0.018 -0.012
N -1.71120 -1.05032 0.27384 -0.435 -0.279 0.098
C -2.04072 -1.61711 1.46077 -0.066 -0.072 0.015
O -3.08084 -2.21633 1.70819 -0.003 0.030 -0.018
C -1.05309 -1.52675 2.58835 0.078 0.080 -0.069
C -1.43071 -2.04523 3.82260 0.000 0.013 -0.038
C -0.53382 -1.98338 4.86772 0.007 -0.019 0.059
C 0.71089 -1.41514 4.64132 0.002 -0.005 0.007
C 0.99522 -0.92755 3.38027 -0.095 -0.100 -0.046
N 0.13085 -0.97335 2.36031 0.091 0.052 0.106
H -2.70135 0.02246 -4.00824 -0.009 -0.008 0.015
H 1.09143 1.91990 -4.78802 -0.007 -0.009 0.000
H 3.26432 3.15665 -4.45432 0.005 -0.004 0.004
H 4.19102 3.27794 -2.12886 -0.005 0.003 0.009
H 2.97391 2.18761 -0.31114 0.022 -0.009 0.035
H -4.19386 -2.31881 0.05127 -0.008 -0.007 0.004
H -2.41453 -2.47938 3.91505 -0.002 0.004 0.001
H -0.79516 -2.37409 5.84254 0.003 0.005 0.001
H 1.45287 -1.34615 5.42488 0.004 -0.004 -0.004
H 1.96492 -0.49213 3.18981 0.019 0.007 0.008
N 6.58844 1.08831 2.86491 0.071 0.045 0.065
C 5.48631 1.78675 3.17156 -0.250 -0.175 -0.251
S 5.49852 3.00073 4.27120 0.029 0.060 0.089
C 4.23232 1.37417 2.43306 0.215 0.088 0.154
C 4.17644 0.26828 1.58968 -0.029 -0.050 -0.012
C 2.98448 -0.04128 0.95414 -0.010 0.003 0.003
N 1.87422 0.67424 1.10281 0.426 0.081 0.306
C 1.92289 1.72851 1.91378 -0.010 0.055 0.012
C 3.06676 2.11233 2.59385 -0.066 0.006 -0.064
H 7.44601 1.33118 3.33180 0.000 -0.007 -0.005
H 6.60891 0.36458 2.17123 -0.009 0.005 -0.026
H 5.02024 -0.38296 1.40906 0.002 -0.001 0.020
H 2.91989 -0.90120 0.29760 -0.003 0.001 -0.011
H 1.00342 2.29169 2.02312 -0.003 -0.005 0.005
H 3.06301 2.97553 3.24364 0.006 -0.002 0.001
```
Positions in Å, forces in eV/Å.

Results
LUMO, eV: -1.3
Max |F|, eV/Å: 0.6
ΔE to the lowest compared entry with this formula, charge and spin, kJ/mol: 69.30
Energy, eV: -77544.013
Frontier orbital gap, eV: 6.2
Net charge: 0

***

Entry from OMol25: the molecule C4H5NO at a distorted geometry (ωB97M-V/def2-TZVPD).

```
11
Properties=species:S:1:pos:R:3:forces:R:3
N 3.06117 0.47143 0.10657 -0.764 -0.643 0.217
C 1.98560 0.12771 0.35712 1.087 0.250 -0.338
C 0.56817 0.01190 0.64872 0.003 0.519 -0.078
C -0.35713 -0.70753 -0.34408 -0.073 0.215 -0.103
C -1.47922 0.32131 -0.48758 -0.224 0.412 -0.182
O -1.25106 1.50934 -0.44276 -0.640 -0.452 -0.368
H 0.24268 1.07530 0.43155 0.605 -0.900 1.230
H 0.38918 -0.33051 1.68043 0.110 0.420 -0.376
H -0.75076 -1.69430 -0.06534 0.211 0.360 0.181
H 0.13509 -0.83268 -1.31751 -0.158 0.132 0.099
H -2.52067 -0.00375 -0.55777 -0.157 -0.313 -0.282
```
Positions in Å, forces in eV/Å.

Results
LUMO, eV: 0.4
SMILES: N#CCCC=O
Max |F|, eV/Å: 1.6
ΔE to the lowest compared entry with this formula, charge and spin, kJ/mol: 123.65
Energy, eV: -7765.245
Frontier orbital gap, eV: 11.0
Net charge: 0